# C36H49BN9

A cluster of 10 separate species, C36H49BN9 in total at a distorted geometry (ωB97M-V with the def2-TZVPD basis set, OMol25).

Values from the calculation:
**E**: -52191.6267 eV
**ΔE to the lowest compared entry with this formula, charge and spin**: 96.9 kcal/mol
**Gap between HOMO and LUMO**: 7.01 eV
**Charge**: -1
**Lowest unoccupied orbital energy**: 0.0660 Ha

```
95
Properties=species:S:1:pos:R:3:forces:R:3
B -0.9991 -0.5920 -0.8205 2.6 0.1 -0.1
H -0.3698 -1.7202 -1.0818 -0.8 1.1 0.2
H -0.4257 0.3510 -1.6103 -0.6 -1.0 0.7
H -2.1617 -0.6292 -1.0422 -0.6 -0.1 -0.1
H -0.7138 -0.2696 0.3751 -0.3 -0.1 -0.7
N 2.3879 1.1436 -2.3598 1.9 0.9 -1.4
C 2.9809 2.4036 -2.0964 5.9 -6.2 -10.5
C 4.2451 2.6123 -3.0156 -4.3 -2.3 1.6
C 4.3046 1.4130 -3.9116 -4.3 1.1 4.3
C 3.0919 0.5480 -3.4347 3.8 1.1 -1.5
H 1.4739 0.8059 -1.9050 1.8 0.4 -1.1
H 2.7770 2.8903 -1.3458 -2.6 5.2 7.5
H 4.8301 3.5693 -2.9002 -0.6 -1.5 -0.5
H 4.9938 1.2855 -4.7549 -0.5 -0.4 0.6
H 3.1665 -0.5306 -3.8027 -1.3 1.6 1.0
N 1.6540 0.2201 2.1087 0.0 0.0 3.6
C 2.7056 0.6271 1.4111 3.7 1.3 2.2
C 3.7134 1.1217 2.4323 -4.6 -2.2 -1.3
C 3.1358 0.9164 3.7298 -3.9 -1.3 -1.1
C 1.7643 0.3476 3.5309 2.6 1.0 -1.1
H 0.8539 -0.1480 1.7046 -1.9 -0.9 -1.0
H 2.7793 0.5672 0.2971 -0.1 0.0 1.4
H 4.6188 1.4630 2.0712 1.8 0.8 0.0
H 3.3620 1.1066 4.7854 0.8 0.2 -0.8
H 0.9366 0.0831 4.2982 1.6 0.4 -1.9
N -2.8193 2.5178 -1.9921 -3.0 4.5 -1.7
C -2.9454 2.9772 -3.2465 -3.4 6.1 1.3
C -3.7345 4.3202 -3.1988 3.4 -8.3 9.2
C -4.0961 4.4244 -1.7215 1.5 -0.9 -1.4
C -3.3943 3.2498 -1.0451 -4.6 4.5 1.1
H -2.3402 1.7904 -1.7506 3.6 -5.8 1.4
H -2.5689 2.5302 -4.0827 1.1 -1.3 -1.8
H -4.0273 4.8410 -3.9443 -1.8 3.5 -4.9
H -4.7635 5.3414 -1.2809 2.0 -2.8 -0.9
H -3.6997 2.9488 0.0451 1.4 0.3 -2.4
N 0.8995 3.0000 1.3473 -2.5 7.6 -2.5
C 0.2005 3.1635 0.1731 1.0 3.2 -2.3
C 0.1329 4.6789 -0.1648 0.1 -3.6 4.9
C 0.5349 5.3463 1.1680 1.3 -5.8 -2.6
C 1.1850 4.2286 1.9341 -2.0 1.8 -1.6
H 1.1617 2.1427 1.5491 2.0 -4.6 2.0
H 0.1201 2.2267 -0.4743 -0.3 1.7 0.9
H -0.3110 5.1256 -1.0561 0.0 -0.3 0.5
H 0.4170 6.3983 1.3107 0.5 0.3 0.5
H 1.8582 4.2482 2.7744 -0.3 0.1 0.3
N 3.0888 -4.5002 -1.3933 1.2 -4.6 0.4
C 4.4349 -4.7789 -1.1765 0.5 8.9 -2.2
C 5.2478 -3.5133 -1.2367 -5.7 -1.0 -0.7
C 4.2067 -2.4732 -1.6252 -1.5 -2.1 1.5
C 2.8438 -3.2095 -1.5858 1.5 4.1 -1.8
H 2.5504 -5.4584 -1.5256 0.5 3.5 0.4
H 4.7464 -5.5660 -0.7158 1.5 -5.2 2.3
H 6.2674 -3.3999 -0.8555 -0.5 0.0 -0.6
H 4.3190 -1.3173 -1.7275 -0.2 -2.5 0.2
H 1.7707 -2.7858 -1.8324 2.5 -1.0 0.5
N -1.6866 -0.6207 -4.2176 -2.6 -1.4 -2.7
C -0.9503 0.0600 -5.1376 -9.2 -2.8 -5.9
C -1.6091 0.1324 -6.5023 -1.7 -3.6 5.0
C -2.8618 -0.8243 -6.3805 5.3 2.4 6.7
C -2.8569 -1.2618 -4.8276 5.7 5.4 -6.9
H -1.4286 -0.5893 -3.2197 -0.3 -0.5 -0.5
H -0.1505 0.4177 -4.8245 7.2 3.6 2.4
H -1.2943 0.7303 -7.3541 0.0 -0.4 0.3
H -3.5756 -0.8429 -7.1403 -1.2 -0.6 -0.7
H -3.5838 -1.6747 -4.3135 -3.2 -2.1 2.5
N -0.9599 -3.3406 3.5414 1.7 0.1 -4.8
C -0.6928 -3.1533 4.8190 -0.3 -0.7 3.1
C -1.3069 -1.9829 5.2462 -1.6 0.4 0.5
C -1.9999 -1.3523 3.9908 2.7 -2.3 -0.2
C -1.4635 -2.1807 2.8920 -1.9 -0.3 6.0
H -0.5608 -4.0731 2.8757 -0.7 1.4 1.8
H -0.2200 -3.9848 5.4844 -0.9 1.8 -1.5
H -1.3870 -1.8558 6.4406 -0.1 0.4 -3.2
H -2.7531 -0.5252 3.9050 1.4 -0.7 0.3
H -1.4211 -2.2038 1.8506 -0.6 0.4 -1.5
N 0.8016 -5.3684 1.8827 7.5 1.7 1.8
C 0.0342 -4.6448 1.0519 -3.3 -2.7 -1.2
C -1.2114 -5.4772 0.9079 2.0 0.8 0.8
C -1.0805 -6.6509 1.7882 1.5 0.9 0.3
C 0.3984 -6.5123 2.4014 -8.1 0.9 -4.0
H 1.9871 -5.1149 2.2505 -5.0 -0.4 -2.0
H 0.3186 -3.7543 0.4846 0.1 -0.4 0.5
H -2.0263 -5.1013 0.1737 1.3 -1.1 1.8
H -1.9861 -7.4266 2.0081 2.9 1.9 -0.5
H 1.0092 -7.0671 2.9781 1.5 -1.8 1.9
N -2.1357 3.0525 2.5515 -0.1 0.1 -1.0
C -2.8117 1.8269 2.4396 -4.8 3.1 5.6
C -4.0507 1.9095 3.4453 6.8 6.6 -3.2
C -4.0159 3.3623 3.9152 3.1 -3.2 -2.4
C -2.7952 4.0251 3.3038 -6.1 -14.8 -1.4
H -1.2791 3.2575 1.9492 -1.7 -0.3 1.1
H -2.5936 0.9318 1.9584 1.2 -0.8 -1.2
H -4.8206 1.2989 3.6782 -2.0 -2.3 0.4
H -4.6644 3.6359 4.7637 0.5 0.6 -0.8
H -2.7060 4.8602 3.6074 3.0 11.1 2.8
```
Forces are in eV/Å.

Here are the Mulliken charges for atoms 1 to 2, given in e:
1 B 1.756
2 H -0.431


# C4H11NO2S

A cluster of 2 separate species, C4H11NO2S in total at a distorted geometry (ωB97M-V with the def2-TZVPD basis set, OMol25).

Values from the calculation:
**E**: -20745.5884 eV
**ΔE to the lowest compared entry with this formula, charge and spin**: 39.5 kcal/mol
**Gap between HOMO and LUMO**: 9.40 eV
**Charge**: 0
**SMILES string**: CC(=O)NCCS.O
**Lowest unoccupied orbital energy**: 0.0188 Ha

```
19
Properties=species:S:1:pos:R:3:forces:R:3
C -2.5556 -0.4851 0.9922 3.0 -3.8 -2.2
C -1.1335 -0.6445 0.3487 0.8 0.2 1.8
O -0.2140 -1.3116 0.9159 -2.8 1.3 -1.5
N -0.8777 0.1570 -0.6998 2.4 -0.1 -0.5
C 0.5747 0.4122 -1.0950 -3.3 5.0 -2.6
C 1.0861 1.7264 -0.4179 0.2 0.1 1.1
S 1.1338 1.6166 1.4433 2.0 -0.4 0.0
H -2.4132 -1.1911 1.7650 -0.9 -0.7 1.1
H -2.6921 0.4411 1.3304 -0.3 3.8 1.5
H -3.3155 -0.7180 0.2863 -0.7 -0.5 -0.4
H -1.5548 0.6933 -1.2479 0.2 -0.6 0.9
H 1.2636 -0.3331 -0.8967 0.8 -1.9 -0.2
H 0.3619 0.8006 -2.2201 1.4 -1.6 2.1
H 0.5703 2.6448 -0.7064 -1.1 -0.4 0.4
H 2.0525 2.1443 -0.6742 0.8 -1.1 -0.5
H 2.5086 1.0956 1.6889 -2.5 0.9 -0.8
O 2.0547 -2.3226 -0.0954 0.3 0.8 1.4
H 1.9712 -2.7408 -0.9281 -0.4 -0.6 -1.1
H 1.1788 -1.9851 0.2108 0.4 -0.4 -0.2
```
Forces are in eV/Å.

Here are the Mulliken charges for atoms 1 to 2, given in e:
1 C -1.261
2 C 0.795


Question: The highest charge belongs to which entry?
Answer: C4H11NO2S


Question: What is the formula in the first record?
Answer: C36H49BN9


Question: Number 2 is which compound?
Answer: C4H11NO2S